Record 1
The following is a DFT calculation (wB97M-V/def2-TZVPD) of one molecule with the formula C5H8O in a non-equilibrium geometry.

Structure (SMILES)   O=CCC1CC1
HOMO   -9.7 eV
Net charge   0
HOMO-LUMO gap   10.73 eV

Element x y z (Å)
C -1.41378 0.28001 0.30854
H -1.84188 0.31966 1.31168
H 0.43840 0.24502 -1.82180
H 1.71337 -0.71211 -0.98577
C -0.18297 -0.64724 0.08500
H -1.67490 -0.93993 -1.54559
C 0.84786 -0.04471 -0.83853
H 1.36556 2.14539 -0.75363
H 0.19039 -1.27842 0.89433
O 1.84250 1.10321 0.95773
C 1.34457 1.20560 -0.16267
C -1.53404 -1.00925 -0.46461
H -1.56006 1.19798 -0.26477
H -2.06386 -1.83905 0.00558

Mulliken atomic charge list, values in e, 4 entries: C -0.549; H 0.253; H 0.232; H 0.309



Record 2
The following is a DFT calculation (wB97M-V/def2-TZVPD) of one molecule with the formula C6H9ClS in a non-equilibrium geometry.

Structure (SMILES)   CSC1=CCC[C@H]1Cl
HOMO   -8.4 eV
Net charge   0
HOMO-LUMO gap   9.23 eV

Element x y z (Å)
H -1.25349 -1.58069 1.41088
H 1.28526 -1.46585 2.33799
C -0.46702 -0.83111 1.26620
Cl -0.63953 0.44724 2.63942
H -2.51620 2.25155 -2.12227
C 0.66846 0.08123 -0.59458
H -0.98548 1.36992 -2.73252
C -0.55989 -0.15181 -0.06135
C 1.74468 -0.57387 0.27743
C 0.92088 -1.40065 1.28612
H 0.78362 0.72749 -1.47138
C -1.58839 1.73380 -1.82507
H 0.89094 -2.48036 0.96540
H 2.44745 -1.22478 -0.25745
H -0.96811 2.48107 -1.30402
S -2.14365 0.47050 -0.60842
H 2.38045 0.14632 0.79360

Mulliken atomic charge list, values in e, 4 entries: H 0.400; H 0.340; C -0.131; Cl -0.212



Record 3
The following is a DFT calculation (wB97M-V/def2-TZVPD) of an isolated ion of composition C4H8NO2 and charge +1 in a non-equilibrium geometry.

Multiplicity   3
HOMO (spin up / spin down)   -11.2 / -14.4 eV
Net charge   +1
Expectation value of S²   2.01
HOMO-LUMO gap (spin up / spin down)   7.18 / 7.36 eV

Element x y z (Å)
C 0.26130 0.32510 -0.23805
N -2.51648 -0.54780 -0.72169
H -2.59225 -1.52071 -1.14133
O 0.70789 1.15362 -1.20001
H -2.68018 0.09550 -1.43213
H 2.55754 0.70227 0.52027
H -3.21547 -0.42945 0.08570
H 0.61593 -2.22574 -0.62724
C 0.17568 -1.19396 -0.42292
H 2.13780 1.23802 2.26561
C 1.90186 0.53332 1.35817
C -1.04405 -0.43187 -0.48134
H 2.04694 -0.50614 1.72674
O 0.55487 0.81868 1.02394
H 1.08863 1.98915 -0.71570

Mulliken atomic charge list, values in e, 4 entries: C 1.002; N -0.229; H 0.416; O -0.505



Record 4
The following is a DFT calculation (wB97M-V/def2-TZVPD) of C8H6BrClF3N2O4 as an isolated structure in a non-equilibrium geometry.

HOMO   -3.9 eV
Net charge   -1
HOMO-LUMO gap   6.42 eV

Element x y z (Å)
N 0.10332 -0.90315 0.35234
O -2.15461 -0.22834 0.43440
C -1.17094 -0.96399 -0.24653
O -1.46269 -1.58751 -1.21304
C 2.09275 0.91365 0.58575
C 1.22035 -1.03951 -0.61980
F 1.65515 1.01907 1.86937
C -3.96873 1.09537 -0.35504
N 0.21436 -1.81946 1.44748
H 3.25319 -0.28831 -0.79227
Cl 2.49966 -3.00763 -2.03205
F 1.07165 2.79247 -0.37153
H 2.92078 -1.09456 0.75772
H -1.91836 1.10981 -1.17205
F 3.29064 2.49236 -0.67975
H 1.51367 -2.17367 -0.94003
H -2.13402 1.86545 0.42385
O -0.71476 -0.69921 3.33170
H 0.95629 -0.49284 -1.53427
C -0.16454 -1.29850 2.49671
Br -4.72082 -0.14715 -1.68991
O -4.62719 1.82483 0.29072
C 2.50272 -0.41993 -0.00218
C -2.42233 1.00481 -0.19913
C 2.16446 2.04592 -0.14245

Mulliken atomic charge list, values in e, 4 entries: N 1.108; O -0.332; C 0.170; O -0.461



Record 5
The following is a DFT calculation (wB97M-V/def2-TZVPD) of C49H38AsFN5O9PTi as an isolated structure.

Multiplicity   3
HOMO (spin up / spin down)   -1.2 / -2.5 eV
Net charge   -2
Expectation value of S²   2.07
HOMO-LUMO gap (spin up / spin down)   5.03 / 6.31 eV

Element x y z (Å)
C -6.80562 -1.61032 -0.82740
C 3.33087 -0.16327 0.92954
H 4.91459 -2.94838 2.03427
C -7.72658 -3.76371 0.62698
H 2.53353 2.01195 -5.89806
H 1.19869 3.20254 -1.75713
C 0.41790 1.78422 5.90437
C 0.80294 1.42492 3.51633
C 4.23100 -0.95034 1.62968
C -4.58866 -2.76814 3.27724
O -0.43849 -1.11185 3.91777
C -6.10498 -2.79670 -0.83911
C 3.29542 -2.91608 0.62654
C -9.64343 -0.04317 0.78506
C -7.97257 -1.48240 -0.07551
O 0.59610 0.69725 2.42628
C 1.27027 2.86536 5.83072
H 6.74358 5.91564 0.25143
C 5.12192 1.68426 -3.74872
C -0.60002 -0.20663 4.89036
F -2.03789 0.88731 1.93781
C -0.46030 -1.95895 -4.37333
H 3.31987 0.90852 1.08829
H -0.06021 1.48590 6.82203
C 4.80146 5.03764 0.02186
H -1.41908 -0.09800 -1.71559
H -0.65173 -3.39241 -1.23735
H 3.07119 1.90709 -0.85005
C -1.60748 -2.53068 0.46787
C 2.40851 -0.74225 0.05111
H -3.47569 -1.12804 4.15708
C -1.52021 -3.41289 -0.58982
H -8.08633 -4.61816 1.18862
C -4.68184 -3.60391 2.17788
C -6.54462 -3.91001 -0.09902
H -2.37018 -1.30249 -3.64583
C 1.91295 3.25803 4.67175
H -9.94388 0.99756 0.67947
C 1.67974 2.55698 3.48037
C 4.19857 4.35137 -2.21264
C 1.76660 2.54696 -2.42284
C -3.72708 -4.36679 -0.04550
H 3.07758 0.81402 -2.24148
C 0.61194 -0.58430 -2.18183
C -3.75851 -3.51396 1.13164
C 0.20746 1.04679 4.73085
C -8.43683 -2.56744 0.65147
O 0.97436 3.27579 8.09036
C -1.29765 -1.28563 -3.49821
N -5.94539 -5.17455 -0.12650
Ti -0.85705 -0.45282 2.19023
C 5.43160 4.81812 -2.66987
C -2.54946 -4.31909 -0.82253
H 4.93042 -0.47996 2.30989
H 2.59541 4.08989 4.64973
H -5.29155 -2.83578 4.09513
H -10.50699 -0.68462 0.57411
H 3.26055 -3.99339 0.51522
C 6.34541 5.37671 -1.78970
O 2.26373 4.59940 7.00143
C 4.21944 -2.33111 1.47760
C 3.88432 4.47676 -0.86172
C 5.20646 -0.01104 -5.45742
H 5.68555 4.73707 -3.72261
H -9.31533 -0.22336 1.81411
H 1.05292 2.13387 -3.14332
H 3.61531 0.04583 -6.89907
C 0.91397 -1.94491 -4.16095
H -5.19622 -2.87193 -1.42194
O -0.62915 -1.62241 0.80360
C 2.45032 1.45476 -1.61809
H -9.34052 -2.50217 1.24232
C -0.76027 -0.60570 -2.41189
C 3.96373 2.21589 -4.30799
O -8.59853 -0.25402 -0.12935
H -5.45684 -4.35547 2.12922
C -3.57224 -1.81560 3.32399
C 1.44139 -1.26296 -3.07633
H 6.63460 0.17413 -3.86541
N -2.66349 -1.71559 2.37338
As 2.92373 3.68772 -3.53080
H 1.66232 -2.60033 -0.71845
H 5.53195 2.11737 -2.84420
H 5.68510 -0.87809 -5.89603
O 2.00919 2.59448 1.17872
C 4.04928 0.50709 -6.02021
H -6.45593 -0.75460 -1.39138
N -4.66307 -5.28064 -0.40422
H 1.57573 -2.46816 -4.84129
C -2.70962 -2.57978 1.31863
O -1.31961 -0.40782 5.84285
N 2.36706 2.97039 2.34462
C 2.39405 -2.12712 -0.07630
C 3.44042 1.61725 -5.45130
P 1.20700 0.40111 -0.74100
H 7.30417 5.72516 -2.15663
H 2.51495 -1.26127 -2.92032
H -0.87497 -2.49986 -5.21548
H 4.52708 5.08077 1.06911
O 3.34559 3.77753 2.50545
C 5.74087 0.58209 -4.32196
N 1.52116 3.63674 7.06306
H -2.49120 -5.00108 -1.66086
C 6.02885 5.48567 -0.44049
H 2.94660 4.12621 -0.44237

Mulliken atomic charge list, values in e, 4 entries: C -0.795; C -0.680; H 0.346; C -0.427